# 1
One molecule with the formula C5H12O4S3 in a non-equilibrium geometry. Source: the OMol25 dataset; level of theory: the ωB97M-V functional and the def2-TZVPD basis.

Positions of all 24 atoms, in Å:
C (0.115, 0.782, 1.321)
C (2.295, 1.547, -1.402)
C (0.145, -2.973, 0.407)
C (-2.727, 0.866, -0.843)
C (0.065, -0.017, -0.169)
O (1.401, -1.858, -1.594)
O (2.141, -1.362, 0.752)
O (-2.204, -1.117, 0.680)
O (-1.735, -1.483, -1.659)
S (0.451, 1.230, -1.463)
S (1.068, -1.531, -0.219)
S (-1.686, -0.522, -0.554)
H (1.042, 0.510, 1.759)
H (-0.677, 0.387, 1.822)
H (0.285, 1.856, 1.200)
H (2.877, 1.657, -0.425)
H (2.237, 2.663, -1.717)
H (2.832, 0.830, -2.035)
H (-0.220, -3.802, -0.259)
H (0.725, -3.457, 1.119)
H (-0.829, -2.723, 0.897)
H (-2.520, 1.716, -0.342)
H (-2.648, 1.183, -1.819)
H (-3.744, 0.512, -0.704)

For the calculated total energy, the calculation gives -46071.7391 eV. As for the total charge: 0. Its spin multiplicity is 1. For the orbital gap, the calculation gives 9.8329 eV. The calculation puts the HOMO energy at -9.54 eV. The LUMO energy is 0.29 eV.

=====

# 2
A 2-piece molecular cluster, C5H12OS overall in a non-equilibrium geometry. Source: the OMol25 dataset; level of theory: the ωB97M-V functional and the def2-TZVPD basis.

Positions of all 19 atoms, in Å:
C (1.613, 2.166, -2.115)
C (0.363, -2.120, 0.154)
C (-2.416, -1.121, 1.741)
C (0.834, 1.332, -1.002)
C (0.409, -1.296, 1.028)
O (-0.722, 1.013, 1.902)
S (-1.079, -0.065, 0.946)
H (1.398, 1.573, -2.980)
H (1.329, 3.193, -2.326)
H (2.636, 2.165, -1.706)
H (-0.632, -2.281, -0.335)
H (1.090, -2.869, -0.218)
H (1.430, 0.884, -0.095)
H (-2.913, -1.723, 0.954)
H (-2.975, -0.438, 2.183)
H (-1.988, -1.848, 2.365)
H (0.453, 0.429, -1.731)
H (0.066, 2.036, -0.532)
H (1.105, -1.032, 1.766)

For the calculated total energy, the calculation gives -18257.9948 eV. As for the total charge: 0. Its spin multiplicity is 1. For the orbital gap, the calculation gives 9.6431 eV. The calculation puts the HOMO energy at -8.88 eV. The LUMO energy is 0.77 eV.

=====

# 3
A 2-piece molecular cluster, C5H12OS overall in a non-equilibrium geometry. Source: the OMol25 dataset; level of theory: the ωB97M-V functional and the def2-TZVPD basis.

Positions of all 19 atoms, in Å:
S (1.977, 1.107, -0.055)
C (0.893, -0.141, -0.876)
C (1.116, 0.840, 1.548)
C (-0.571, 0.393, -0.935)
C (-0.363, 1.347, 1.526)
C (-1.129, 0.517, 0.510)
H (1.253, -0.341, -1.904)
H (0.845, -1.110, -0.343)
H (1.679, 1.451, 2.279)
H (1.182, -0.216, 1.871)
H (-0.558, 1.402, -1.389)
H (-1.166, -0.266, -1.596)
H (-0.909, 1.208, 2.478)
H (-0.441, 2.415, 1.246)
H (-1.245, -0.498, 0.936)
H (-2.127, 0.996, 0.502)
O (0.062, -2.955, -2.267)
H (0.326, -3.538, -1.519)
H (-0.824, -2.611, -2.013)

For the calculated total energy, the calculation gives -18262.2107 eV. As for the total charge: 0. Its spin multiplicity is 1. For the orbital gap, the calculation gives 9.1431 eV. The calculation puts the HOMO energy at -8.48 eV. The LUMO energy is 0.66 eV.

=====

# 4
C5H12OSi2 as an isolated structure. Source: the OMol25 dataset; level of theory: the ωB97M-V functional and the def2-TZVPD basis.

Positions of all 20 atoms, in Å:
C (-2.416, 1.236, 0.509)
C (-2.013, 0.560, -0.387)
C (-1.532, -0.270, -1.483)
C (-0.157, -0.918, -1.244)
C (-0.042, -1.617, 0.127)
Si (0.893, -0.696, 1.469)
O (0.756, 0.957, 1.378)
Si (1.851, 1.835, 0.491)
H (-2.796, 1.818, 1.318)
H (-2.255, -1.061, -1.668)
H (-1.479, 0.344, -2.382)
H (0.640, -0.201, -1.419)
H (-0.055, -1.676, -2.020)
H (0.492, -2.556, -0.011)
H (-1.039, -1.842, 0.499)
H (2.322, -1.088, 1.448)
H (0.362, -1.113, 2.787)
H (2.858, 2.482, 1.349)
H (2.492, 0.936, -0.496)
H (1.116, 2.869, -0.265)

For the calculated total energy, the calculation gives -23182.0774 eV. As for the total charge: 0. Its spin multiplicity is 1. For the orbital gap, the calculation gives 10.9389 eV. The calculation puts the HOMO energy at -9.97 eV. The LUMO energy is 0.97 eV.

=====

- What is the total charge in the first record?
  0

=====

- Among the records above, which one has the highest orbital gap?
  C5H12OSi2